(1)
Density functional theory data (ωB97M-V/def2-TZVPD) for a structure of composition C59H71CsN6O2P2.

Atoms and positions in Å:
Cs 0.0949 0.1751 -1.0611
C 2.2178 2.0488 -5.9983
C 0.8407 1.4903 -6.2173
C -0.0238 2.0669 -7.1414
C -1.2916 1.5454 -7.3660
C -1.6909 0.4235 -6.6512
C -0.8479 -0.1872 -5.7292
C -1.2936 -1.4001 -4.9624
C 0.4365 0.3452 -5.4962
N 1.3165 -0.3455 -4.6748
C 1.8000 0.1993 -3.5907
O 1.5218 1.3108 -3.0622
C 2.8142 -0.6805 -2.8798
C 4.1773 -0.4279 -2.9824
C 5.0427 -1.3045 -2.3411
C 4.5267 -2.3553 -1.5982
C 3.1453 -2.4947 -1.4964
N 2.3230 -1.6829 -2.1566
C 2.5693 -3.6223 -0.6370
O 3.4009 -4.4683 -0.2318
N 1.2653 -3.5779 -0.4297
C 0.7490 -4.6931 0.2521
C 0.7227 -5.9495 -0.3845
C 1.3060 -6.1008 -1.7608
C 0.1558 -7.0468 0.2589
C -0.3760 -6.9316 1.5317
C -0.3674 -5.6893 2.1510
C 0.1578 -4.5640 1.5240
C 0.0785 -3.2341 2.2179
H 2.3899 2.9198 -6.6346
H 2.9764 1.2932 -6.2224
H 2.3481 2.3346 -4.9523
H 0.3088 2.9399 -7.6962
H -1.9532 2.0004 -8.0948
H -2.6773 -0.0006 -6.8158
H -2.0796 -1.9347 -5.5006
H -1.6910 -1.1068 -3.9863
H -0.4495 -2.0658 -4.7844
H 4.5304 0.4306 -3.5397
H 6.1159 -1.1665 -2.4197
H 5.1442 -3.0755 -1.0790
H 0.9494 -5.2996 -2.4123
H 1.0351 -7.0661 -2.1945
H 2.3935 -6.0133 -1.7110
H 0.1511 -8.0070 -0.2490
H -0.7990 -7.7963 2.0330
H -0.7734 -5.5817 3.1505
H -0.3281 -3.3239 3.2287
H -0.5562 -2.5304 1.6669
H 1.0603 -2.7704 2.3009
C -4.6781 3.0841 2.1229
C -3.9315 2.8141 0.8044
C -4.8304 2.1110 -0.2198
P -2.2399 2.0101 0.8475
C -1.1513 3.4387 1.3684
C -1.4398 4.0893 2.7154
C -1.0814 4.4726 0.2451
C -2.2949 0.8627 2.2667
C -3.4884 0.2283 2.6049
C -3.5734 -0.7136 3.6252
C -4.8963 -1.3264 4.0102
C -2.3977 -1.0378 4.2982
C -1.1903 -0.4596 3.9526
C -1.0836 0.4901 2.9142
N 0.1098 0.9721 2.4424
C 1.0410 1.4730 3.2780
C 0.8077 1.7623 4.6565
C 1.7559 2.3471 5.4689
C 3.0166 2.7045 4.9931
C 4.0581 3.3395 5.8786
C 3.2602 2.4512 3.6484
C 2.3340 1.8655 2.7888
P 2.7155 1.6189 1.0196
C 3.8005 0.1033 1.0409
C 2.9866 -1.0595 1.5928
C 5.1240 0.2316 1.7894
C 3.9189 2.9675 0.5961
C 3.1817 4.3059 0.6470
C 4.4428 2.6966 -0.8172
H -5.2095 4.0399 2.0740
H -4.0103 3.1076 2.9821
H -5.4253 2.3128 2.3187
H -3.6797 3.7875 0.3709
H -5.1365 1.1222 0.1288
H -4.3030 1.9614 -1.1630
H -5.7396 2.6946 -0.4046
H -0.1764 2.9536 1.4287
H -2.3817 4.6460 2.6986
H -0.6421 4.7931 2.9758
H -1.4915 3.3408 3.5086
H -2.0115 5.0407 0.1389
H -0.8622 3.9945 -0.7130
H -0.2839 5.1920 0.4538
H -4.3926 0.4640 2.0576
H -5.5891 -1.3308 3.1664
H -5.3758 -0.7768 4.8265
H -4.7774 -2.3610 4.3431
H -2.4214 -1.7853 5.0876
H -0.2814 -0.7780 4.4497
H -0.1627 1.5335 5.0786
H 1.5018 2.5444 6.5079
H 3.6808 3.4553 6.8971
H 4.3504 4.3329 5.5238
H 4.9708 2.7384 5.9356
H 4.2306 2.7329 3.2493
H 4.0075 -0.0940 -0.0162
H 2.7119 -0.8777 2.6364
H 3.5461 -1.9967 1.5321
H 2.0672 -1.1961 1.0245
H 4.9416 0.4276 2.8490
H 5.7510 1.0365 1.3973
H 5.6885 -0.7028 1.7121
H 4.7679 3.0065 1.2850
H 2.3482 4.3005 -0.0614
H 3.8513 5.1298 0.3786
H 2.7762 4.4992 1.6425
H 3.6119 2.5482 -1.5150
H 5.0625 1.7989 -0.8568
H 5.0462 3.5398 -1.1701
C -2.1305 4.6093 -3.7113
C -2.0339 3.3050 -4.5019
C -2.0857 2.1342 -3.6330
N -2.0653 1.2311 -2.9231
H -2.1288 5.4600 -4.3932
H -1.2847 4.7098 -3.0325
H -3.0443 4.6422 -3.1171
H -1.0924 3.2369 -5.0515
H -2.8298 3.2232 -5.2430
N -3.0627 -1.1789 -0.7184
C -3.2920 -2.2467 -0.3604
C -3.5651 -3.5608 0.1473
C -3.4878 -3.7727 1.5219
C -3.7894 -5.0253 2.0295
C -4.1345 -6.0628 1.1782
C -4.1810 -5.8533 -0.1939
C -3.9008 -4.6029 -0.7143
H -3.1812 -2.9571 2.1672
H -3.7198 -5.1995 3.0952
H -4.3411 -7.0459 1.5819
H -4.4266 -6.6709 -0.8595
H -3.9251 -4.4232 -1.7809

Forces on the atoms, in the same order (eV/Å):
-0.6 -0.6 1.0
0.0 0.0 0.0
0.0 0.0 0.0
0.0 0.0 0.0
0.0 0.0 0.0
0.0 0.0 0.0
0.0 0.0 0.0
0.0 0.0 0.0
-0.1 0.1 -0.1
0.0 0.0 0.0
0.3 -0.1 -0.5
0.4 0.4 -0.4
0.0 0.0 -0.1
0.0 -0.1 0.2
0.0 0.0 0.0
0.0 0.0 0.1
0.0 0.0 -0.1
-0.3 0.1 0.1
-0.1 0.1 -0.2
0.1 0.0 0.1
0.1 -0.2 0.4
-0.1 0.3 -0.3
-0.1 -0.3 0.0
0.0 0.0 0.1
0.1 0.2 -0.1
-0.1 0.0 0.2
0.0 -0.1 -0.1
-0.1 -0.1 0.1
0.1 0.1 -0.1
0.0 0.0 0.0
0.0 0.0 0.0
0.0 0.0 0.0
0.0 0.0 0.0
0.0 0.0 0.0
0.0 0.0 0.0
0.0 0.0 0.0
0.0 0.0 0.0
0.0 0.0 0.0
0.0 0.0 0.0
0.0 0.0 0.0
0.0 0.0 0.0
0.0 0.0 0.0
0.0 0.0 0.0
0.0 0.0 0.0
0.0 0.0 0.0
0.0 0.0 0.0
-0.1 0.0 0.1
-0.1 -0.1 -0.1
0.1 0.0 0.0
0.0 0.1 -0.1
0.0 0.0 0.0
0.0 0.0 0.0
0.0 0.0 0.0
0.1 0.1 -0.1
-0.1 0.0 0.0
0.0 0.0 0.0
0.0 0.0 0.0
0.1 0.1 0.1
0.1 -0.1 0.2
-0.1 0.1 -0.1
0.0 0.0 0.0
0.1 0.0 0.0
-0.1 -0.1 0.0
-0.1 0.0 0.0
0.1 0.0 0.0
-0.1 0.1 0.1
0.0 0.0 0.0
0.0 0.0 -0.1
0.0 0.0 0.0
0.0 0.0 0.0
-0.1 0.0 0.0
0.2 0.1 0.0
-0.2 -0.1 -0.1
0.1 0.1 0.0
-0.1 0.0 0.0
0.0 0.0 0.0
0.0 0.0 0.0
0.0 0.0 0.0
0.0 0.0 0.0
0.0 0.0 0.0
0.0 0.0 0.0
0.0 0.0 0.0
0.0 0.0 0.0
0.0 0.0 0.0
0.0 0.0 0.0
0.0 0.0 0.0
0.0 0.0 0.0
0.0 0.0 0.0
0.0 0.0 0.0
0.0 0.0 0.0
0.0 0.0 0.0
0.0 0.0 0.0
0.0 0.0 0.0
0.0 0.0 0.0
0.0 0.0 0.0
0.0 0.0 0.0
0.0 0.0 0.0
0.0 0.0 0.0
0.0 0.0 0.0
0.0 0.0 0.0
0.0 0.0 0.0
0.0 0.0 0.0
0.0 0.0 0.0
0.0 0.0 0.0
0.0 0.0 0.0
0.0 0.0 0.0
0.0 0.0 0.0
0.0 0.0 0.0
-0.1 -0.1 0.0
0.0 0.0 0.0
0.0 0.0 0.0
0.0 0.0 0.0
0.0 0.0 0.0
0.0 0.0 0.0
0.0 0.0 0.0
0.0 0.0 0.0
0.0 0.0 0.0
0.0 0.0 0.0
0.0 0.0 0.0
0.0 0.0 0.0
0.1 0.0 0.0
0.2 -0.2 0.1
-0.3 0.2 -0.2
0.0 0.0 0.0
0.0 0.0 0.0
0.0 0.0 0.0
0.0 0.0 0.0
0.0 0.0 0.0
-0.1 0.0 -0.1
0.2 0.1 0.0
0.0 -0.1 0.1
0.0 0.0 0.0
0.1 0.0 0.1
0.0 0.0 -0.1
0.0 -0.1 0.0
0.0 0.1 0.0
0.0 0.0 0.0
0.0 0.0 0.0
0.0 0.0 0.0
0.0 0.0 0.0
0.0 0.0 0.0

Properties
- E_HOMO (eV) = -1.635
- calculated total energy (hartree) = -3472.85119
- LUMO energy (eV) = 3.50
- net charge = -2

(2)
Density functional theory data (ωB97M-V/def2-TZVPD) for a structure of composition C59H80AsCdN10OP2S.

Atoms and positions in Å:
Cd 0.1589 -0.0301 -0.7223
C -4.2320 -1.6840 2.3550
C -3.1789 -2.7803 2.5188
C -3.3968 -3.8840 1.4779
P -1.4044 -2.1916 2.3122
C -0.4960 -3.5607 3.3022
C 0.6927 -3.0030 4.0948
C -1.3256 -4.4508 4.2264
C -1.2616 -0.8049 3.4863
C -1.8712 -0.8983 4.7411
C -1.5637 -0.0763 5.8092
C -2.2483 -0.2095 7.1480
C -0.5281 0.8321 5.6036
C 0.0754 0.9763 4.3728
C -0.3172 0.2361 3.2181
N 0.2556 0.4730 1.9692
C 1.0381 1.6352 1.8434
C 0.6078 2.9115 2.2549
C 1.3984 4.0333 2.1104
C 2.6729 3.9512 1.5441
C 3.5479 5.1718 1.4144
C 3.0756 2.7174 1.0688
C 2.2876 1.5674 1.1994
P 2.6687 0.0008 0.3600
C 4.2655 0.3340 -0.5244
C 5.5301 0.3181 0.3321
C 4.3851 -0.6141 -1.7197
C 2.9875 -1.1524 1.7774
C 3.4358 -2.5353 1.2984
C 3.8491 -0.6369 2.9292
H -5.2143 -2.0618 2.6595
H -4.0021 -0.8020 2.9547
H -4.3046 -1.3779 1.3088
H -3.2950 -3.2098 3.5138
H -3.2862 -3.4785 0.4687
H -2.6633 -4.6895 1.5835
H -4.3975 -4.3207 1.5722
H -0.0866 -4.1927 2.5123
H 0.3574 -2.5171 5.0133
H 1.3775 -3.8150 4.3622
H 1.2515 -2.2638 3.5233
H -1.7918 -3.8724 5.0294
H -2.1002 -5.0084 3.6969
H -0.6593 -5.1796 4.7003
H -2.6102 -1.6801 4.9012
H -3.0340 -0.9663 7.1044
H -1.5428 -0.5051 7.9293
H -2.7072 0.7322 7.4594
H -0.1881 1.4453 6.4343
H 0.8837 1.6845 4.2828
H -0.3791 3.0057 2.6931
H 1.0268 5.0011 2.4327
H 3.6652 5.6761 2.3759
H 4.5391 4.8996 1.0460
H 3.1023 5.8782 0.7127
H 4.0384 2.6532 0.5723
H 4.1367 1.3372 -0.9329
H 5.7742 -0.6960 0.6580
H 6.3703 0.6820 -0.2666
H 5.4416 0.9537 1.2153
H 4.3638 -1.6604 -1.4018
H 3.5699 -0.4482 -2.4261
H 5.3268 -0.4368 -2.2486
H 1.9668 -1.2313 2.1443
H 4.4719 -2.5168 0.9460
H 3.3724 -3.2552 2.1203
H 2.8014 -2.9005 0.4892
H 4.9138 -0.7677 2.7292
H 3.6603 0.4197 3.1299
H 3.6090 -1.1984 3.8372
C 5.7813 -2.1914 -6.7746
C 4.3891 -1.9698 -6.2431
C 3.9570 -2.5650 -5.0676
C 2.6867 -2.3312 -4.5523
C 2.2873 -3.1005 -3.3165
C 1.7957 -1.4461 -5.1954
As 0.1419 -1.1070 -4.0273
N 0.7911 0.1323 -2.8589
C 1.4650 1.2845 -3.2688
C 1.5004 1.7397 -4.6007
C 2.2145 2.8632 -4.9870
C 2.9232 3.6130 -4.0592
C 2.8716 3.2177 -2.7290
C 2.1622 2.0909 -2.3483
C -1.2566 -0.3251 -5.2481
C -1.7575 -1.2193 -6.2078
C -1.1178 -2.5654 -6.4866
C -2.8912 -0.9067 -6.9536
C -3.5873 0.2733 -6.7575
C -4.8206 0.6072 -7.5583
C -3.1141 1.1376 -5.7799
C -1.9765 0.8655 -5.0210
C -1.6006 1.8894 -3.9796
C 2.2000 -0.9197 -6.4374
C 1.3339 -0.0889 -7.3596
C 3.4820 -1.1782 -6.9230
H 6.3577 -2.8310 -6.1062
H 6.3095 -1.2409 -6.8754
H 5.7570 -2.6607 -7.7604
H 4.6269 -3.2306 -4.5307
H 3.1021 -3.7425 -2.9776
H 1.4185 -3.7266 -3.5284
H 2.0100 -2.4422 -2.4968
H 0.9144 1.2170 -5.3351
H 2.1993 3.1666 -6.0291
H 3.4869 4.4887 -4.3577
H 3.3721 3.8088 -1.9685
H 2.1210 1.8455 -1.3001
H -0.0845 -2.6218 -6.1541
H -1.1419 -2.7800 -7.5566
H -1.6852 -3.3512 -5.9776
H -3.2367 -1.6128 -7.7049
H -5.0366 -0.1756 -8.2856
H -4.6939 1.5483 -8.0971
H -5.6889 0.7165 -6.9048
H -3.6477 2.0674 -5.5968
H -2.4306 2.5780 -3.8048
H -0.7440 2.4859 -4.2922
H -1.3251 1.4331 -3.0317
H 0.3378 0.0750 -6.9730
H 1.2411 -0.5928 -8.3260
H 1.7976 0.8841 -7.5454
H 3.7768 -0.7292 -7.8693
N -0.6082 2.1590 -0.7583
C -0.4024 3.2942 -0.9667
N -0.3895 4.5458 -1.2188
C 0.5012 5.4786 -1.0058
N 1.2084 6.3908 -0.8537
C -5.2094 1.6948 -0.2876
N -4.1383 0.8705 -0.7830
C -4.2988 -0.0440 -1.8890
C -2.9913 -0.8289 -1.8250
O -2.7160 -1.7364 -2.5858
N -2.2393 -0.3492 -0.7895
C -2.9755 0.5918 -0.1604
N -2.6466 1.1143 1.0109
H -5.6615 2.2438 -1.1134
H -4.8313 2.4208 0.4283
H -5.9837 1.0969 0.2038
H -4.3918 0.4590 -2.8556
H -5.1596 -0.7023 -1.7433
H -1.6814 0.9381 1.3223
H -3.0285 2.0056 1.2749
S 0.2449 -3.4186 -0.5740
C -0.5517 -4.4184 -1.6272
N -0.4416 -5.7842 -1.6588
C -1.0693 -6.3335 -2.8581
C -1.9888 -5.1795 -3.2923
N -1.4286 -4.0521 -2.5675
H 0.3946 -6.1887 -1.2781
H -1.6299 -7.2385 -2.6302
H -0.3309 -6.5650 -3.6298
H -3.0279 -5.3639 -3.0075
H -1.9492 -5.0130 -4.3675
H -1.8268 -3.1143 -2.5616

Forces on the atoms, in the same order (eV/Å):
0.0 -0.3 0.0
0.1 0.0 0.0
0.1 0.1 -0.1
0.0 -0.1 0.1
-0.1 0.0 0.1
0.0 0.1 -0.1
-0.1 0.0 -0.2
0.1 0.0 0.0
0.1 0.0 -0.1
0.0 0.1 0.1
-0.1 -0.1 0.1
0.1 0.0 -0.1
0.1 0.1 -0.1
-0.1 0.0 0.1
0.3 0.1 -0.1
-0.6 0.1 0.3
0.0 -0.1 0.2
0.1 0.0 -0.1
0.0 -0.1 0.0
0.0 0.1 0.0
-0.1 -0.1 -0.1
0.0 0.0 0.0
-0.1 0.1 0.0
0.0 0.1 0.6
0.0 -0.2 -0.1
0.0 0.0 0.0
0.0 0.0 0.0
0.1 -0.2 -0.2
0.0 0.1 0.0
0.0 0.0 0.0
0.0 0.0 -0.1
0.0 0.0 0.0
0.0 0.1 0.0
-0.1 0.0 0.0
0.0 0.0 0.0
-0.1 0.0 -0.1
0.0 0.0 0.0
0.0 -0.1 -0.1
0.0 0.0 0.0
0.0 0.0 0.0
0.0 0.0 0.0
0.0 0.0 0.0
0.0 0.0 0.1
0.0 0.0 0.0
0.0 0.0 0.0
0.0 0.0 0.0
0.0 0.0 0.0
0.0 0.0 0.0
0.0 0.0 0.0
0.0 0.0 0.0
0.0 0.0 0.0
0.0 0.0 0.0
0.0 0.0 0.0
0.0 0.0 0.0
0.0 0.1 0.0
0.0 0.0 0.1
0.0 0.0 0.0
0.0 0.1 0.0
0.0 0.0 0.0
0.0 -0.1 0.0
0.0 0.0 0.0
0.0 -0.1 0.0
0.0 0.0 0.0
-0.1 0.0 0.0
0.0 0.0 0.0
0.0 0.0 0.0
0.0 0.0 0.0
0.0 0.0 0.0
0.0 0.0 0.0
0.0 0.0 0.0
-0.1 0.0 0.0
0.0 0.0 0.0
0.0 0.0 0.0
-0.1 -0.1 0.1
0.1 0.1 -0.1
0.0 0.2 0.0
0.2 -0.2 -0.3
0.1 0.5 -0.4
0.1 -0.1 -0.1
0.1 -0.1 0.1
0.0 0.0 0.0
0.0 0.0 0.0
0.0 0.0 0.0
-0.1 0.0 -0.1
0.0 0.0 0.1
0.1 -0.1 -0.1
-0.1 0.1 0.1
0.0 0.0 0.0
0.0 0.0 0.0
0.1 0.0 0.1
0.0 0.0 0.0
0.0 0.1 0.1
-0.1 -0.1 0.0
-0.1 0.1 0.0
0.1 0.0 0.1
0.0 0.0 0.0
0.0 0.0 0.0
0.0 0.0 0.0
0.0 0.0 0.0
0.0 0.0 0.0
0.0 0.0 0.0
0.0 0.0 0.1
0.0 0.0 0.1
0.0 -0.1 -0.1
0.0 0.0 0.0
-0.1 0.0 0.0
0.0 0.0 0.0
-0.1 0.1 0.0
0.0 -0.1 -0.1
0.0 0.0 0.0
0.1 0.0 0.0
0.0 0.0 0.0
0.0 0.0 0.0
0.0 0.0 0.0
0.0 0.0 0.0
0.0 0.0 0.0
0.0 0.0 0.0
0.0 0.0 0.0
0.0 0.0 0.0
-0.1 0.0 0.0
0.0 0.0 0.0
0.0 0.0 0.0
0.0 0.0 0.0
0.3 0.3 0.0
0.0 0.2 0.3
-0.3 0.0 -0.3
0.3 -0.1 0.2
-0.2 -0.3 0.0
0.0 -0.1 0.1
0.0 0.1 -0.1
0.0 0.1 -0.1
0.0 0.3 0.4
-0.3 0.3 -0.1
0.0 0.0 0.2
-0.2 -0.3 -0.2
0.4 -0.1 0.0
0.0 0.0 0.0
0.0 0.0 0.0
0.0 0.0 0.0
0.0 0.0 0.0
0.0 -0.1 0.0
0.0 0.0 0.0
0.0 0.0 0.0
0.2 0.1 0.3
-0.4 -0.1 -0.4
0.0 -0.2 -0.1
0.0 0.1 0.1
0.1 0.1 0.1
0.2 -0.5 0.1
0.1 0.0 0.0
0.0 0.0 0.0
0.0 0.0 0.0
0.0 0.0 0.0
0.0 0.0 0.0
0.1 0.1 -0.2

Properties
- E_HOMO (eV) = -4.219
- calculated total energy (hartree) = -6403.59796
- LUMO energy (eV) = 2.09
- net charge = -1